No. 1
Computed, not measured: an isolated molecule of C4H8O2, with the ωB97M-V functional and the def2-TZVPD basis.

Computed properties:
**Charge**: 0
**LUMO energy**: 0.036 Eh
**HOMO**: -9.79 eV
**F_max**: 0.5 eV/A
**Calculated total energy**: -8371.4785 eV
**Multiplicity**: 1
**SMILES**: COCCC=O
**M**: 88.106 u

Each line ends with the Mulliken charge.
Geometry (Å):
C (1.591, 0.864, -0.071)  -0.668
O (0.879, -0.272, -0.521)  -0.388
C (0.233, -0.983, 0.520)  -0.494
C (-1.293, -0.724, 0.524)  -0.409
C (-1.592, 0.514, -0.298)  0.074
O (-1.624, 1.629, 0.166)  -0.476
H (2.031, 1.337, -0.953)  0.242
H (2.400, 0.573, 0.617)  0.296
H (0.932, 1.590, 0.427)  0.303
H (0.656, -0.706, 1.494)  0.309
H (0.438, -2.047, 0.359)  0.349
H (-1.661, -0.568, 1.542)  0.298
H (-1.830, -1.575, 0.092)  0.241
H (-1.774, 0.338, -1.378)  0.322

---

No. 2
Computed, not measured: an isolated molecule of C4H8O2 at a distorted geometry, with the ωB97M-V functional and the def2-TZVPD basis.

Computed properties:
**Charge**: 0
**LUMO energy**: 0.039 Eh
**HOMO**: -9.28 eV
**F_max**: 3.0 eV/A
**Calculated total energy**: -8368.9422 eV
**Multiplicity**: 1
**SMILES**: COC1COC1
**M**: 88.106 u

Each line ends with the Mulliken charge.
Geometry (Å):
C (-1.355, -1.246, 0.413)  -0.431
O (0.016, -1.210, 0.733)  -0.378
C (0.550, -0.416, -0.238)  0.034
C (-0.316, 1.152, -0.360)  -0.547
O (0.739, 1.628, 0.452)  -0.395
C (1.619, 0.540, 0.229)  -0.488
H (-1.886, -1.720, 1.248)  0.240
H (-1.457, -0.131, 0.136)  0.166
H (-1.542, -1.802, -0.522)  0.248
H (0.644, -0.953, -1.203)  0.416
H (-1.230, 1.725, -0.021)  0.355
H (-0.262, 1.386, -1.432)  0.242
H (2.157, 0.282, 1.146)  0.284
H (2.322, 0.763, -0.581)  0.253

---

No. 3
Computed, not measured: an isolated molecule of C4H8O2, with the ωB97M-V functional and the def2-TZVPD basis.

Computed properties:
**Charge**: 0
**LUMO energy**: 0.033 Eh
**HOMO**: -9.84 eV
**F_max**: 0.4 eV/A
**Calculated total energy**: -8371.4250 eV
**Multiplicity**: 1
**SMILES**: C[C@H]1OC[C@H]1O
**M**: 88.106 u

Each line ends with the Mulliken charge.
Geometry (Å):
C (1.432, 0.696, 0.087)  -1.521
C (0.635, -0.593, 0.031)  0.545
O (0.005, -0.867, 1.296)  -0.431
C (-1.277, -0.460, 0.795)  -0.343
C (-0.746, -0.461, -0.648)  -0.250
O (-0.997, 0.627, -1.488)  -0.546
H (0.793, 1.528, 0.414)  0.375
H (2.235, 0.604, 0.823)  0.335
H (1.871, 0.947, -0.885)  0.327
H (1.259, -1.434, -0.293)  0.332
H (-1.566, 0.542, 1.144)  0.223
H (-2.063, -1.175, 1.056)  0.272
H (-1.043, -1.353, -1.202)  0.333
H (-0.539, 1.398, -1.130)  0.352

---

No. 4
Computed, not measured: an isolated molecule of C4H8O2, with the ωB97M-V functional and the def2-TZVPD basis.

Computed properties:
**Charge**: 0
**LUMO energy**: 0.028 Eh
**HOMO**: -9.80 eV
**F_max**: 0.5 eV/A
**Calculated total energy**: -8372.0684 eV
**Multiplicity**: 1
**SMILES**: C[C@H](C=O)CO
**M**: 88.106 u

Each line ends with the Mulliken charge.
Geometry (Å):
C (-1.204, -1.069, 0.118)  -1.413
C (-0.260, 0.107, 0.340)  0.733
C (1.183, -0.302, -0.009)  -0.803
O (2.095, 0.778, -0.010)  -0.531
C (-0.655, 1.315, -0.484)  -0.219
O (-1.348, 1.264, -1.474)  -0.490
H (-2.228, -0.825, 0.415)  0.348
H (-0.877, -1.940, 0.696)  0.392
H (-1.226, -1.341, -0.942)  0.344
H (-0.265, 0.427, 1.392)  0.254
H (1.529, -1.014, 0.747)  0.340
H (1.181, -0.823, -0.977)  0.338
H (2.153, 1.127, -0.905)  0.327
H (-0.250, 2.285, -0.131)  0.381

---

No. 5
Computed, not measured: an isolated molecule of C4H8O2 at a distorted geometry, with the ωB97M-V functional and the def2-TZVPD basis.

Computed properties:
**Charge**: 0
**LUMO energy**: 0.028 Eh
**HOMO**: -9.79 eV
**F_max**: 4.0 eV/A
**Calculated total energy**: -8370.7179 eV
**Multiplicity**: 1
**SMILES**: C[C@@H](O)CC=O
**M**: 88.106 u

Each line ends with the Mulliken charge.
Geometry (Å):
C (-1.556, -0.219, -0.411)  -1.127
C (-0.187, 0.377, -0.370)  0.339
O (-0.414, 1.570, 0.354)  -0.506
C (0.708, -0.696, 0.308)  -0.556
C (2.092, -0.149, 0.441)  -0.051
O (3.098, -0.746, 0.147)  -0.486
H (-2.273, 0.856, -0.513)  0.223
H (-1.603, -1.076, -1.118)  0.353
H (-1.832, -0.547, 0.599)  0.374
H (0.224, 0.582, -1.380)  0.224
H (-1.420, 1.720, 0.076)  0.226
H (0.751, -1.644, -0.260)  0.283
H (0.316, -0.924, 1.311)  0.351
H (2.096, 0.897, 0.814)  0.350

---

No. 6
Computed, not measured: a cluster of 2 separate species, C4H8O2 in total at a distorted geometry, with the ωB97M-V functional and the def2-TZVPD basis.

Computed properties:
**Charge**: 0
**LUMO energy**: 0.027 Eh
**HOMO**: -8.88 eV
**F_max**: 3.3 eV/A
**Calculated total energy**: -8370.5938 eV
**Multiplicity**: 1
**SMILES**: C=CC(=C)O.O
**M**: 88.106 u

Each line ends with the Mulliken charge.
Geometry (Å):
C (-2.022, 0.815, -0.637)  -0.873
C (-0.949, 0.004, -0.386)  0.892
O (0.077, -0.017, -1.389)  -0.475
C (-0.684, -0.443, 1.048)  -0.277
C (0.339, -1.261, 1.404)  -0.704
H (-2.251, 1.256, -1.663)  0.200
H (-2.682, 1.134, 0.197)  0.219
H (-0.363, -0.019, -2.245)  0.297
H (-1.361, -0.014, 1.784)  0.224
H (1.216, -1.493, 0.679)  0.239
H (0.518, -1.587, 2.403)  0.277
H (3.217, 0.960, -0.807)  0.280
H (2.000, 0.412, -0.091)  0.318
O (2.944, 0.253, -0.297)  -0.619

---

No. 7
Computed, not measured: an isolated molecule of C4H8O2, with the ωB97M-V functional and the def2-TZVPD basis.

Computed properties:
**Charge**: 0
**LUMO energy**: 0.024 Eh
**HOMO**: -9.68 eV
**F_max**: 0.5 eV/A
**Calculated total energy**: -8371.0836 eV
**Multiplicity**: 1
**SMILES**: OC[C@@H]1C[C@@H]1O
**M**: 88.106 u

Each line ends with the Mulliken charge.
Geometry (Å):
O (0.293, 1.703, 0.176)  -0.597
C (-0.022, 0.759, -0.826)  -0.123
C (-0.676, -0.485, -0.346)  -0.154
C (0.660, -0.580, -1.041)  -0.664
O (0.777, -0.530, 1.639)  -0.590
C (-0.550, -0.673, 1.171)  -0.426
H (0.285, 2.586, -0.200)  0.336
H (1.078, 0.344, 1.342)  0.348
H (-0.346, 1.215, -1.758)  0.357
H (-1.604, -0.829, -0.798)  0.372
H (1.440, -0.989, -0.406)  0.253
H (0.729, -0.879, -2.082)  0.271
H (-0.854, -1.685, 1.447)  0.367
H (-1.210, 0.043, 1.682)  0.249

---

No. 8
Computed, not measured: an isolated molecule of C4H8O2, with the ωB97M-V functional and the def2-TZVPD basis.

Computed properties:
**Charge**: 0
**LUMO energy**: 0.036 Eh
**HOMO**: -10.29 eV
**F_max**: 0.3 eV/A
**Calculated total energy**: -8371.2452 eV
**Multiplicity**: 1
**SMILES**: C[C@H]1O[C@H]1CO
**M**: 88.106 u

Each line ends with the Mulliken charge.
Geometry (Å):
C (-0.700, 1.186, 1.216)  -1.288
C (0.477, 0.246, 1.128)  0.204
O (0.180, -1.147, 1.113)  -0.466
C (0.724, -0.559, -0.066)  0.004
C (-0.147, -0.410, -1.297)  -0.530
O (0.361, -1.115, -2.409)  -0.537
H (-1.599, 0.698, 0.831)  0.346
H (-0.525, 2.098, 0.634)  0.273
H (-0.890, 1.475, 2.253)  0.350
H (1.344, 0.516, 1.732)  0.415
H (1.746, -0.876, -0.288)  0.416
H (-0.155, 0.645, -1.598)  0.222
H (-1.181, -0.702, -1.060)  0.280
H (0.366, -2.055, -2.191)  0.310

---

No. 9
Computed, not measured: a cluster of 2 separate species, C4H8O2 in total, with the ωB97M-V functional and the def2-TZVPD basis.

Computed properties:
**Charge**: 0
**LUMO energy**: 0.037 Eh
**HOMO**: -9.08 eV
**F_max**: 0.5 eV/A
**Calculated total energy**: -8371.4725 eV
**Multiplicity**: 1
**SMILES**: C=CO.CC=O
**M**: 88.106 u

Each line ends with the Mulliken charge.
Geometry (Å):
C (1.789, 0.851, 0.240)  -0.978
C (1.057, -0.190, 1.039)  0.236
O (0.202, 0.049, 1.863)  -0.500
C (-1.305, -0.614, -0.878)  -0.839
C (-1.510, 0.703, -0.851)  0.008
O (-1.904, 1.439, 0.211)  -0.473
H (1.364, 1.839, 0.429)  0.290
H (1.715, 0.608, -0.827)  0.283
H (2.853, 0.840, 0.505)  0.359
H (1.359, -1.240, 0.834)  0.336
H (-1.472, -1.237, -0.003)  0.321
H (-0.968, -1.095, -1.788)  0.269
H (-1.360, 1.340, -1.719)  0.351
H (-1.884, 0.879, 1.002)  0.338

---

No. 10
Computed, not measured: an isolated molecule of C4H8O2 at a distorted geometry, with the ωB97M-V functional and the def2-TZVPD basis.

Computed properties:
**Charge**: 0
**LUMO energy**: 0.028 Eh
**HOMO**: -9.08 eV
**F_max**: 2.6 eV/A
**Calculated total energy**: -8370.2873 eV
**Multiplicity**: 1
**SMILES**: C[C@@]1(O)C[C@H]1O
**M**: 88.106 u

Each line ends with the Mulliken charge.
Geometry (Å):
C (1.091, -0.788, 0.112)  -1.275
C (-0.399, -0.496, 0.175)  0.821
O (-1.464, -1.450, 0.084)  -0.554
C (-0.750, 0.689, 0.998)  -0.709
C (-0.450, 0.894, -0.500)  -0.304
O (0.795, 1.568, -0.857)  -0.611
H (1.461, -1.336, 0.993)  0.317
H (1.485, 0.252, -0.133)  0.434
H (1.299, -1.381, -0.792)  0.367
H (-1.151, -2.305, -0.243)  0.306
H (-1.789, 0.771, 1.344)  0.269
H (-0.028, 1.025, 1.737)  0.211
H (-1.262, 1.161, -1.163)  0.389
H (1.161, 1.395, -1.755)  0.338

---

No. 11
Computed, not measured: an isolated molecule of C4H8O2, with the ωB97M-V functional and the def2-TZVPD basis.

Computed properties:
**Charge**: 0
**LUMO energy**: 0.033 Eh
**HOMO**: -10.02 eV
**F_max**: 0.3 eV/A
**Calculated total energy**: -8371.6105 eV
**Multiplicity**: 1
**SMILES**: O[C@H]1C[C@@H](O)C1
**M**: 88.106 u

Each line ends with the Mulliken charge.
Geometry (Å):
O (2.119, 0.650, -0.148)  -0.572
C (1.010, 0.209, 0.595)  0.173
C (-0.326, 0.965, 0.382)  -0.853
C (-1.000, -0.358, -0.062)  0.405
O (-1.404, -0.407, -1.414)  -0.554
C (0.332, -1.102, 0.128)  -0.991
H (1.866, 0.628, -1.081)  0.334
H (1.344, 0.191, 1.635)  0.390
H (-0.269, 1.703, -0.425)  0.274
H (-0.745, 1.442, 1.274)  0.249
H (-1.806, -0.695, 0.604)  0.327
H (-2.171, 0.170, -1.515)  0.299
H (0.724, -1.474, -0.825)  0.282
H (0.324, -1.923, 0.851)  0.236

---

No. 12
Computed, not measured: a structure of composition C4H8O2, with the ωB97M-V functional and the def2-TZVPD basis.

Computed properties:
**Charge**: 0
**LUMO energy**: 0.028 Eh
**HOMO**: -8.45 eV
**F_max**: 0.3 eV/A
**Calculated total energy**: -8367.6876 eV
**Multiplicity**: 1
**M**: 88.106 u

Each line ends with the Mulliken charge.
Geometry (Å):
O (-1.955, 0.494, -0.642)  -0.524
C (-1.450, -0.598, 0.091)  -0.725
C (0.020, -0.403, 0.410)  0.195
C (0.923, -0.102, -0.797)  -0.673
C (1.477, 1.161, 0.693)  -0.568
O (0.178, 0.817, 1.123)  -0.301
H (-1.701, 1.284, -0.141)  0.342
H (-1.994, -0.742, 1.038)  0.292
H (-1.584, -1.496, -0.522)  0.373
H (0.416, -1.250, 0.993)  0.354
H (1.662, -0.851, -1.078)  0.357
H (0.357, 0.283, -1.652)  0.356
H (1.481, 1.031, -0.576)  0.326
H (2.170, 0.373, 1.059)  0.196

---

No. 13
Computed, not measured: a cluster of 2 separate species, C4H8O2 in total, with the ωB97M-V functional and the def2-TZVPD basis.

Computed properties:
**Charge**: 0
**LUMO energy**: 0.020 Eh
**HOMO**: -9.71 eV
**F_max**: 0.4 eV/A
**Calculated total energy**: -8367.2409 eV
**Multiplicity**: 1
**M**: 88.106 u

Each line ends with the Mulliken charge.
Geometry (Å):
O (2.017, 1.191, -0.208)  -0.679
C (1.259, 0.116, -0.136)  -0.311
C (-0.150, 0.244, 0.386)  0.201
C (-1.085, 0.790, -0.711)  -0.463
O (-1.834, -0.433, -0.747)  -0.388
C (-1.044, -1.001, 0.306)  -0.474
H (2.267, 0.141, 0.670)  0.125
H (1.846, -0.702, 0.921)  0.138
H (1.363, -0.674, -0.908)  0.400
H (-0.154, 0.804, 1.322)  0.408
H (-1.698, 1.644, -0.403)  0.234
H (-0.609, 1.017, -1.674)  0.272
H (-1.641, -1.215, 1.201)  0.264
H (-0.536, -1.921, -0.017)  0.272

---

No. 14
Computed, not measured: a cluster of 2 separate species, C4H8O2 in total, with the ωB97M-V functional and the def2-TZVPD basis.

Computed properties:
**Charge**: 0
**LUMO energy**: 0.033 Eh
**HOMO**: -9.81 eV
**F_max**: 0.6 eV/A
**Calculated total energy**: -8371.6938 eV
**Multiplicity**: 1
**SMILES**: CC=O.CC=O
**M**: 88.106 u

Each line ends with the Mulliken charge.
Geometry (Å):
C (0.839, 0.122, 2.005)  -0.875
C (1.223, 0.449, 0.588)  0.077
O (0.668, 1.302, -0.068)  -0.474
C (-0.373, -0.911, -1.427)  0.085
O (0.354, -0.971, -2.388)  -0.509
C (-1.658, -0.128, -1.354)  -0.823
H (1.506, 0.677, 2.676)  0.326
H (-0.189, 0.444, 2.195)  0.264
H (0.960, -0.944, 2.222)  0.304
H (2.061, -0.138, 0.157)  0.401
H (-0.132, -1.488, -0.501)  0.395
H (-1.855, 0.199, -0.326)  0.205
H (-2.476, -0.788, -1.671)  0.347
H (-1.618, 0.735, -2.024)  0.275

---

No. 15
Computed, not measured: a cluster of 2 separate species, C4H8O2 in total at a distorted geometry, with the ωB97M-V functional and the def2-TZVPD basis.

Computed properties:
**Charge**: 0
**LUMO energy**: 0.020 Eh
**HOMO**: -9.17 eV
**F_max**: 4.9 eV/A
**Calculated total energy**: -8370.9065 eV
**Multiplicity**: 1
**SMILES**: C=CC.O=CO
**M**: 88.106 u

Each line ends with the Mulliken charge.
Geometry (Å):
C (-0.218, -1.049, -0.025)  -0.936
C (-0.308, -0.742, -1.476)  0.094
C (-0.030, -1.760, -2.398)  -0.793
H (-0.256, -2.179, 0.277)  0.293
H (0.739, -0.778, 0.416)  0.220
H (-1.027, -0.677, 0.585)  0.256
H (-0.640, 0.243, -1.746)  0.330
H (0.063, -1.524, -3.428)  0.277
H (0.203, -2.698, -1.944)  0.257
O (1.801, 2.146, 1.940)  -0.430
C (0.680, 2.250, 2.259)  0.230
O (-0.112, 2.082, 1.127)  -0.423
H (0.166, 2.372, 3.186)  0.329
H (-1.063, 2.315, 1.228)  0.297

---

No. 16
Computed, not measured: an isolated molecule of C4H8O2, with the ωB97M-V functional and the def2-TZVPD basis.

Computed properties:
**Charge**: 0
**LUMO energy**: 0.026 Eh
**HOMO**: -8.39 eV
**F_max**: 0.6 eV/A
**Calculated total energy**: -8368.3625 eV
**Multiplicity**: 1
**M**: 88.106 u

Each line ends with the Mulliken charge.
Geometry (Å):
C (1.651, 1.430, -0.870)  -1.140
C (1.115, 0.286, -0.036)  -0.175
O (-0.094, 0.758, 0.603)  -0.178
C (-0.827, -0.102, 1.312)  -0.073
O (-0.365, -1.306, 1.361)  -0.287
C (-2.001, -1.374, 0.690)  -0.505
H (0.919, 1.728, -1.628)  0.296
H (1.868, 2.300, -0.244)  0.300
H (2.572, 1.129, -1.380)  0.363
H (0.878, -0.589, -0.649)  0.276
H (1.830, -0.033, 0.729)  0.278
H (-2.688, -1.466, 1.523)  0.294
H (-1.731, -2.338, 0.248)  0.257
H (-2.380, -0.716, -0.096)  0.292

---

No. 17
Computed, not measured: an isolated molecule of C4H8O2, with the ωB97M-V functional and the def2-TZVPD basis.

Computed properties:
**Charge**: 0
**LUMO energy**: 0.040 Eh
**HOMO**: -10.06 eV
**F_max**: 0.3 eV/A
**Calculated total energy**: -8370.7395 eV
**Multiplicity**: 1
**SMILES**: COC[C@H]1CO1
**M**: 88.106 u

Each line ends with the Mulliken charge.
Geometry (Å):
C (-2.428, 0.164, 0.278)  -0.699
O (-1.227, -0.544, 0.149)  -0.299
C (-0.121, 0.301, -0.011)  -0.554
C (1.077, -0.566, -0.261)  0.082
C (2.427, -0.069, -0.002)  -0.374
O (1.809, -0.998, 0.874)  -0.410
H (-3.234, -0.571, 0.274)  0.245
H (-2.463, 0.742, 1.215)  0.278
H (-2.574, 0.857, -0.564)  0.303
H (0.055, 0.923, 0.880)  0.300
H (-0.286, 0.993, -0.857)  0.316
H (0.904, -1.348, -1.002)  0.327
H (2.555, 0.932, 0.410)  0.225
H (3.274, -0.442, -0.576)  0.260

---

Going through the records in order, we get ΔE to the lowest compared entry with this formula, charge and spin values of 1.803 4.340 1.857 1.213 2.564 2.688 2.198 2.037 1.809 2.994 1.671 5.594 6.041 1.588 2.375 4.919 2.542 eV.